Entry from OMol25: a cluster of 20 separate species, C38H116O20 in total (the ωB97M-V functional and the def2-TZVPD basis).

Results
molecular weight: 893.33 g mol⁻¹
2S+1: 1
total energy: -82231.291 eV
HOMO energy: -9.612 eV
total charge: 0

Last column: Löwdin charge in e.
Geometry (Å):
C -2.43 -3.07 -5.38  -0.139
O -2.53 -2.31 -4.19  -0.122
H -2.20 -4.11 -5.06  0.090
H -3.36 -3.07 -5.94  0.076
H -1.59 -2.73 -5.94  0.044
H -2.62 -1.41 -4.36  -0.007
C -5.51 -1.56 -2.39  -0.177
O -5.22 -0.21 -2.63  -0.133
H -6.57 -1.75 -2.61  0.082
H -4.94 -2.25 -3.03  0.068
H -5.28 -1.83 -1.36  0.066
H -4.26 -0.10 -2.82  0.077
C 5.26 -3.95 3.71  -0.172
O 6.23 -3.65 4.71  -0.125
H 4.43 -4.59 4.06  0.068
H 4.84 -3.01 3.37  0.071
H 5.72 -4.44 2.87  0.069
H 6.68 -4.49 4.93  0.089
C 1.04 -3.34 -3.07  -0.138
O 1.12 -3.47 -1.68  -0.164
H 1.89 -2.89 -3.56  0.047
H 1.08 -4.41 -3.45  0.114
H 0.12 -2.91 -3.35  0.054
H 1.77 -2.86 -1.22  0.074
C -0.20 4.94 3.81  -0.176
O -0.68 4.38 2.62  -0.130
H -0.07 6.03 3.76  0.068
H -0.82 4.79 4.72  0.084
H 0.82 4.61 3.98  0.063
H -1.35 4.94 2.18  0.031
C -1.85 -4.43 -1.78  -0.087
O -1.00 -4.70 -0.60  -0.187
H -2.91 -4.53 -1.47  0.095
H -1.65 -3.50 -2.13  0.011
H -1.59 -5.12 -2.57  0.076
H -0.10 -4.31 -0.80  0.055
C -2.45 -0.97 4.76  -0.097
O -1.15 -0.91 4.13  -0.187
H -3.18 -1.14 3.89  0.099
H -2.33 -1.73 5.48  0.039
H -2.73 0.04 5.11  0.085
H -0.80 -1.81 4.11  0.022
C -0.52 -1.68 0.71  -0.077
O -0.33 -0.36 1.35  -0.186
H -1.57 -2.05 0.93  0.101
H -0.40 -1.72 -0.39  0.077
H 0.12 -2.43 1.25  0.096
H -0.51 -0.62 2.28  0.065
C 2.37 1.98 0.59  -0.100
O 2.02 0.58 0.58  -0.140
H 3.43 2.12 0.47  0.066
H 1.93 2.49 -0.28  0.060
H 2.00 2.44 1.53  0.077
H 1.27 0.48 1.15  0.019
C 4.61 5.20 5.16  -0.171
O 3.54 5.26 6.11  -0.140
H 4.78 6.29 4.84  0.099
H 5.54 4.78 5.55  0.065
H 4.31 4.58 4.29  0.067
H 3.11 4.40 6.04  0.015
C -0.24 6.14 -2.08  -0.118
O -1.30 5.61 -1.31  -0.115
H -0.29 7.22 -2.18  0.085
H 0.66 5.92 -1.57  0.074
H -0.21 5.68 -3.03  0.055
H -1.04 4.81 -0.88  0.066
C -0.05 -7.20 3.39  -0.060
C -0.54 -6.70 2.02  -0.465
C -1.72 -7.52 1.56  -0.060
O -0.83 -5.28 2.13  -0.087
H -0.80 -6.98 4.16  0.077
H 0.81 -6.55 3.70  0.079
H 0.12 -8.28 3.37  0.088
H 0.29 -6.85 1.29  0.143
H -2.48 -7.47 2.33  0.080
H -1.51 -8.59 1.50  0.079
H -2.06 -7.24 0.55  0.080
H -1.20 -4.94 1.30  0.058
C 0.78 0.35 -3.14  -0.029
C 0.39 1.84 -2.96  -0.400
C 0.77 2.69 -4.20  -0.052
O -1.06 1.98 -2.79  -0.108
H 0.55 -0.23 -2.27  0.058
H 1.85 0.16 -3.40  0.084
H 0.19 -0.08 -3.92  0.057
H 0.95 2.30 -2.10  0.118
H 0.45 3.75 -4.05  0.065
H 0.30 2.38 -5.15  0.071
H 1.86 2.66 -4.41  0.083
H -1.33 1.72 -1.86  0.053
C 1.77 -3.77 5.69  -0.048
C 0.28 -4.08 5.49  -0.428
C -0.51 -3.52 6.63  -0.074
O -0.26 -3.47 4.26  -0.111
H 1.98 -2.76 6.05  0.078
H 2.37 -3.95 4.80  0.055
H 2.26 -4.33 6.48  0.081
H 0.11 -5.14 5.31  0.111
H -0.36 -2.44 6.67  0.075
H -0.27 -4.02 7.65  0.121
H -1.60 -3.61 6.50  0.072
H -0.40 -4.16 3.54  0.081
C 4.61 -1.41 -2.80  -0.055
C 4.44 -1.77 -1.34  -0.480
C 5.14 -0.82 -0.35  -0.037
O 3.04 -1.63 -1.16  -0.120
H 4.43 -0.33 -2.77  0.081
H 3.85 -1.91 -3.45  0.068
H 5.63 -1.67 -3.15  0.090
H 4.74 -2.81 -1.14  0.135
H 5.01 -1.25 0.66  0.086
H 4.62 0.12 -0.51  0.062
H 6.24 -0.68 -0.63  0.109
H 2.81 -0.91 -0.48  0.091
C -3.59 2.84 -0.46  -0.051
C -2.81 2.05 0.51  -0.430
C -3.55 0.83 1.07  -0.041
O -1.72 1.49 -0.29  -0.107
H -3.06 3.43 -1.14  0.036
H -4.35 3.53 0.04  0.119
H -4.20 2.22 -1.14  0.086
H -2.33 2.65 1.33  0.143
H -2.89 0.21 1.73  0.068
H -4.08 0.15 0.37  0.085
H -4.37 1.22 1.71  0.086
H -1.23 0.86 0.31  0.077
C 1.66 1.29 4.28  -0.041
C 2.24 1.52 5.67  -0.469
C 3.72 1.50 5.65  -0.077
O 1.78 2.83 6.14  -0.063
H 1.99 2.02 3.63  0.037
H 0.61 1.23 4.40  0.068
H 2.05 0.34 3.96  0.088
H 1.81 0.78 6.37  0.142
H 4.16 1.87 6.62  0.101
H 4.20 2.09 4.77  0.104
H 4.07 0.41 5.47  0.108
H 0.88 2.71 6.37  0.069
C -2.69 2.60 -5.93  -0.022
C -3.16 1.12 -5.66  -0.365
C -3.32 0.04 -6.73  -0.041
O -2.11 0.53 -4.74  -0.137
H -3.53 3.12 -6.38  0.067
H -1.93 2.49 -6.70  0.072
H -2.41 3.05 -4.95  0.085
H -4.01 1.05 -5.02  0.106
H -4.24 0.15 -7.33  0.086
H -3.49 -0.95 -6.36  0.038
H -2.46 0.01 -7.45  0.080
H -1.76 1.15 -4.08  0.012
C -2.47 8.67 1.10  -0.041
C -2.11 7.47 2.00  -0.477
C -2.93 7.48 3.33  -0.029
O -2.43 6.26 1.40  -0.099
H -1.74 8.86 0.31  0.076
H -2.76 9.59 1.52  0.056
H -3.39 8.35 0.61  0.081
H -1.02 7.52 2.19  0.130
H -2.44 6.97 4.14  0.048
H -3.91 6.96 3.18  0.102
H -3.15 8.45 3.71  0.057
H -2.09 6.21 0.45  0.103
C 0.04 -1.21 -7.82  -0.078
C 1.31 -2.04 -7.63  -0.545
C 2.51 -1.10 -7.72  -0.061
O 1.12 -2.60 -6.39  -0.056
H -0.80 -1.82 -7.71  0.036
H -0.07 -0.74 -8.85  0.107
H 0.12 -0.40 -7.05  0.090
H 1.30 -2.78 -8.48  0.142
H 2.31 -0.29 -7.04  0.065
H 2.61 -0.66 -8.75  0.097
H 3.46 -1.64 -7.50  0.089
H 2.01 -2.82 -5.99  0.119